Entry 1:
C15H31NO3P2Pb | ωB97M-V/def2-TZVPD

Summary:
Charge   +2
E   -1745.3288 Eh

Cartesian coordinates (Å):
C: -1.07734 0.77105 0.87209
H: -2.91960 -0.23961 4.03531
C: -0.17471 -0.68441 -2.60324
C: -0.14171 -2.61058 0.07870
H: -1.48433 -3.46150 -2.12505
C: -0.08135 -1.22528 2.93082
C: 0.27722 0.71349 0.13501
H: 2.15786 -3.02606 -2.41399
H: -3.48453 0.11124 2.34392
C: -1.34923 -2.19713 -0.36765
O: 0.86511 3.53677 5.26346
H: -2.92671 -2.54649 -1.73384
H: 0.46695 -4.40168 -0.93496
C: 0.99466 -1.28745 -2.29037
H: 0.79405 -1.34339 2.27053
H: -1.50440 1.80026 0.81552
C: 2.18774 1.79016 -1.85547
H: -0.20857 0.38508 -2.84702
H: -2.12775 -1.82737 0.31026
H: -1.45605 -1.91330 -3.81283
P: 0.87987 2.26009 -0.70701
H: 2.77240 0.93452 -1.51762
C: -1.46424 -1.41227 -2.82889
H: 0.04849 -2.70681 1.13519
C: -0.43888 2.78332 -1.83160
H: -1.78863 0.09948 0.34108
H: 0.26857 -1.23935 3.97633
C: -2.73428 -0.40813 2.95944
P: -1.07449 0.32550 2.68585
H: -2.71265 -1.48858 2.74791
H: 1.73522 1.55756 -2.82365
C: 0.82701 -3.36235 -0.78542
H: -0.30722 3.84654 -2.03943
N: 1.20564 2.86033 4.32859
H: 1.92257 -0.72794 -2.21920
C: -1.82945 -2.48229 -1.76150
H: -0.76719 -2.08309 2.80037
H: 0.17123 -0.02903 -0.65355
H: 1.75949 -3.43605 -0.20937
H: 2.35250 4.10604 -0.14327
H: 0.67385 4.31471 0.47663
C: 1.11943 -2.76621 -2.17586
O: 0.40663 2.61427 3.31009
H: -2.27454 -0.66996 -2.87073
O: 2.42000 2.31245 4.23100
Pb: 2.10364 1.17978 2.15308
H: 0.49406 -3.28983 -2.91515
H: -1.44366 2.59170 -1.43728
H: -0.33413 2.25333 -2.77922
C: 1.49763 3.58764 0.34925
H: 2.84255 2.65641 -1.97552
H: 1.83492 3.39881 1.39731
H: 1.02634 0.07564 0.71094

For reference, the Löwdin charges in units of e are: -0.396, 0.059, -0.129, -0.114, 0.117, -0.309, -0.463, 0.123, 0.061, -0.102, 0.187, 0.124, 0.140, -0.109, -0.003, 0.089, -0.159, 0.070, 0.098, 0.136, 0.883, 0.063, -0.155, 0.061, -0.132, 0.068, 0.062, -0.244, 0.914, 0.046, 0.073, -0.163, 0.085, -0.479, 0.083, -0.159, 0.046, 0.034, 0.112, 0.098, 0.098, -0.170, -0.255, 0.114, -0.212, 1.631, 0.122, 0.081, 0.055, -0.194, 0.078, -0.009, -0.051

***

Entry 2:
C43H46Cl5HfN3O | ωB97M-V/def2-TZVPD

Summary:
ΔE to the lowest compared entry with this formula, charge and spin   0.00 kcal/mol
Charge   +2
E   -4254.2465 Eh

Cartesian coordinates (Å):
H: 3.77049 0.32873 -4.80545
H: 5.85439 0.40633 -1.07395
C: -1.65121 -4.50547 0.09195
H: -4.21451 -3.84477 1.22705
Hf: 0.37349 0.17663 -0.57395
H: -4.71751 1.97683 1.43905
Cl: -2.11571 2.34783 -5.00645
C: -0.27591 -2.57077 0.47115
H: -2.83511 1.16503 -1.71035
C: -0.87781 0.76093 -3.18425
C: -0.59411 1.56963 1.98275
C: -3.18481 2.45953 -0.00935
C: -2.02221 3.43213 -0.05725
C: 4.98779 0.36553 -3.03135
C: 2.60109 0.34133 -3.01605
H: -3.88581 0.50743 -0.46625
H: 1.62549 2.35253 2.29585
H: -0.59931 -2.68087 5.11585
H: 4.02189 -3.01477 1.64915
H: 5.93309 0.33633 -3.55335
H: -3.09331 1.63753 2.01365
C: -0.75981 0.52003 4.11615
H: 3.12259 -3.89987 -1.21405
H: 2.36119 4.04153 -1.10985
C: 1.87299 3.40943 2.28255
O: 2.32699 0.43363 0.98915
H: 1.65669 0.30903 -3.54245
C: 4.94239 0.40143 -1.64975
H: 1.25079 3.91873 3.01525
H: -1.71641 6.75853 -0.65965
C: 3.70819 0.39753 -1.00565
H: 2.06689 5.07603 1.02045
H: 2.51389 -3.39557 2.48115
H: -4.55981 -2.21497 1.78445
H: 2.46209 -2.33817 -1.69905
H: -0.92111 1.51693 4.49585
H: 2.90929 3.52503 2.59745
H: -3.98681 2.92983 -0.58575
Cl: -0.23551 2.20423 -2.45055
H: -3.67821 -3.26227 -1.23895
N: 2.54339 0.35413 -1.67145
C: -1.63921 -1.57797 -4.38465
C: 3.03839 -3.46367 1.53225
C: -1.43441 5.75993 -0.36865
C: -3.69281 2.33583 1.43475
C: 3.78569 0.34743 -3.72735
H: -2.62511 -4.96027 0.01625
H: 4.19449 -0.48507 0.85655
C: -0.52651 -5.28237 -0.10685
C: -0.85361 -1.58457 -3.22485
H: -2.13991 0.52303 -0.19305
H: -0.62681 -6.33547 -0.31275
C: -2.35251 4.73243 -0.42645
H: -4.47791 -1.77267 -0.75845
C: 2.25249 -2.77077 0.41565
C: -2.97851 1.08193 -0.63555
H: 4.00039 -2.42997 -0.81705
N: -0.15491 -1.18567 0.86265
C: -0.33381 -0.95157 2.19545
H: -0.96391 -0.39697 6.02355
C: -0.78941 -0.54117 4.97175
C: -0.38271 -2.02447 3.11695
H: -3.22941 -3.12547 2.50155
C: -0.59121 -1.82787 4.45685
C: 0.22659 4.21233 0.46765
Cl: -3.13971 -0.33887 -6.26265
C: 1.66909 4.06323 0.91335
H: 1.60059 -5.32067 -0.16115
C: -0.70011 3.16523 0.34035
C: -2.09551 -0.36297 -4.90965
C: -0.16341 5.49583 0.09755
C: 2.45429 3.41273 -0.22695
C: -0.48961 -0.42187 -2.53855
C: 0.72559 -4.70787 -0.01555
H: 2.05399 2.42023 -0.46895
C: 3.67309 0.41413 0.50255
H: -3.35981 4.93653 -0.75495
C: -2.81651 -2.33617 0.52095
C: 3.00719 -2.86307 -0.91305
H: 3.51209 3.34283 0.01625
H: -2.55841 -1.32137 0.84145
C: -3.51091 -2.26227 -0.84525
Cl: -0.25181 -3.08387 -2.63975
H: 2.38779 0.36043 1.95515
H: -3.67611 3.30503 1.92735
C: 0.86919 -3.35917 0.27865
H: 3.18419 -4.51417 1.30735
N: -0.34611 1.80503 0.71775
C: -0.52251 0.36693 2.72285
H: -0.25021 -3.02977 2.74615
C: -1.55211 -3.14927 0.37795
H: -2.89981 -1.70867 -1.55875
C: -3.76001 -2.92167 1.57415
Cl: -2.03751 -3.04277 -5.17375
H: -0.92171 2.42493 2.57595
H: 4.21199 1.29363 0.87775
C: -1.66221 0.83873 -4.32945
H: 2.13269 -1.71327 0.68055
H: 0.54659 6.30273 0.17425

For reference, the Löwdin charges in units of e are: 0.126, 0.137, -0.027, 0.084, 1.771, 0.093, 0.747, -0.250, 0.070, -0.715, -0.108, -0.335, -0.175, 0.006, -0.107, 0.092, 0.033, 0.126, 0.080, 0.132, 0.064, -0.007, 0.093, 0.099, -0.039, -0.166, 0.094, 0.016, 0.097, 0.120, -0.266, 0.137, 0.082, 0.087, 0.050, 0.127, 0.094, 0.139, 0.843, 0.091, -0.003, -0.695, -0.030, -0.033, -0.026, 0.000, 0.124, 0.140, -0.042, -0.684, 0.027, 0.121, -0.016, 0.086, -0.382, -0.055, 0.079, -0.120, -0.211, 0.119, -0.043, 0.012, 0.080, -0.012, -0.150, 0.766, -0.337, 0.122, -0.240, -0.680, -0.012, -0.045, -0.359, -0.047, 0.015, -0.140, 0.125, -0.366, -0.048, 0.090, 0.101, -0.041, 0.844, 0.132, 0.095, -0.205, 0.087, -0.050, -0.142, 0.125, -0.172, 0.056, -0.038, 0.749, 0.151, 0.141, -0.700, 0.079, 0.123

***

Entry 3:
C42H49HgN3OTe | ωB97M-V/def2-TZVPD

Summary:
ΔE to the lowest compared entry with this formula, charge and spin   0.00 kcal/mol
Charge   -2
E   -2290.6862 Eh

Cartesian coordinates (Å):
H: -3.91893 -2.34911 -2.85442
H: 0.59038 -4.22383 0.58207
C: -2.69781 3.43462 -2.58237
H: -3.00054 0.37157 -4.90504
H: -3.20296 0.74699 -3.18776
C: -3.71845 -1.69184 -2.00452
H: -5.17958 -4.16970 2.54973
C: -2.99242 1.17237 -4.16609
C: 2.33154 -1.22985 -2.49706
H: -5.37340 -5.34818 0.35446
C: 3.77908 1.50680 5.46551
H: -2.78669 5.02829 -4.02142
C: 3.13353 -1.34164 0.82703
C: -4.26651 -1.69356 3.04632
H: 0.21800 -0.55924 3.64843
C: -4.44630 3.37039 -0.97457
C: -1.24145 2.16661 -5.49897
H: -0.77382 3.57889 -3.58211
H: 3.88919 1.96894 7.57236
H: -3.23209 -1.39557 3.23834
H: 5.51254 -0.21259 -3.08783
C: 1.73031 -0.00063 -2.24937
C: 0.84233 -2.12590 0.89269
C: 2.51319 1.15038 -2.29379
C: 2.86322 0.47166 5.33807
H: 4.65228 3.17967 4.45960
H: -2.66113 -1.40595 -2.04770
H: 0.92378 -1.21522 5.13909
Hg: -2.55475 0.90559 -0.59746
H: -1.31596 1.31482 -6.17470
H: 5.15481 -0.65441 0.63935
C: 1.31710 -3.41954 0.65244
C: -3.26565 4.56492 -3.16275
H: -0.98396 -2.64820 1.87167
C: 3.47754 3.16034 2.07710
C: -4.08848 -2.36677 -0.71542
C: 4.45463 -0.15129 -2.85944
H: 5.08203 0.79309 7.03229
C: 1.76380 -1.07292 0.96635
H: -0.92444 2.36237 -2.30349
C: 4.16775 -0.25209 0.87438
C: 2.31602 1.12540 3.06691
C: -0.63993 -1.98593 1.07165
C: 0.24461 0.12490 -2.02607
H: 3.84763 -5.43565 1.00279
C: 2.66331 -3.69954 0.50847
H: -1.18134 -2.26945 0.16864
H: 3.68900 2.64064 1.14206
H: -0.20711 2.50917 -5.47983
H: 4.14325 -2.27412 -2.95738
C: -1.44168 2.84187 -3.13500
C: 3.14925 -5.09824 0.23290
O: -0.41102 -0.17485 -3.16214
H: -4.93836 2.91009 -0.12440
H: 4.20723 0.21645 1.86141
C: -4.87675 -3.66617 1.63277
C: -3.26991 2.79657 -1.47199
H: -5.93023 4.91872 -1.12035
C: -4.59055 -3.65328 -0.74157
H: 4.45495 1.98715 -2.65013
H: 2.31644 -5.80128 0.20091
N: -3.45756 -0.44565 0.71563
H: -4.67623 -4.14876 -1.70734
H: 2.04775 2.10604 -2.07539
H: 3.92998 0.52851 0.14815
C: 4.55110 1.70339 6.74398
H: -4.61605 -2.33786 3.85905
C: 3.86208 1.08003 -2.61103
C: -4.99055 -4.33538 0.40836
H: 2.60071 3.78337 1.88832
H: 1.72741 -2.12850 -2.45406
H: 4.62445 -2.83333 0.49291
C: -3.94476 -1.64319 0.54245
H: 3.67118 -5.15192 -0.72607
Te: 1.11886 0.94451 1.21717
C: 3.56095 -2.64556 0.61389
H: -4.83729 -0.76047 3.05032
C: 3.23003 2.18310 3.19922
C: 1.14754 -0.86202 4.13115
C: -4.38592 -2.38509 1.72260
N: -0.23443 0.50287 -0.92251
N: -1.64456 1.75674 -4.15665
H: -3.75209 1.91811 -4.41037
C: 2.13132 0.27541 4.17008
C: -5.01841 4.50574 -1.53973
H: 5.28706 2.50180 6.63726
C: 3.94448 2.35767 4.38469
H: 4.31498 3.81838 2.31855
C: 3.68487 -1.30589 -2.78934
H: -0.99095 0.86164 -3.62641
C: -4.43032 5.10905 -2.64226
H: -4.30415 -0.77402 -2.14077
H: 1.53942 -1.70146 3.55259
H: -1.88173 2.97503 -5.86843
H: 2.70300 -0.20258 6.17578
H: -4.86971 5.99403 -3.08880
H: -0.95894 -0.97650 1.30636

For reference, the Löwdin charges in units of e are: 0.061, 0.118, -0.302, 0.100, 0.038, -0.129, 0.079, -0.046, -0.035, 0.048, -0.295, 0.095, -0.299, -0.115, 0.057, -0.142, -0.054, 0.119, 0.071, 0.052, 0.084, -0.177, -0.297, -0.067, -0.036, 0.099, 0.036, 0.070, 1.043, 0.089, 0.073, -0.022, -0.082, 0.091, -0.108, -0.266, -0.128, 0.069, -0.388, 0.078, -0.075, -0.400, -0.092, -0.643, 0.069, -0.288, 0.084, 0.040, 0.091, 0.092, -0.130, -0.067, -0.113, 0.081, 0.062, -0.139, -0.222, 0.085, -0.142, 0.090, 0.067, -0.174, 0.079, 0.105, 0.043, -0.074, 0.051, -0.120, -0.191, 0.068, 0.121, 0.108, -0.471, 0.069, 1.431, -0.044, 0.054, -0.334, -0.069, -0.271, -0.169, -0.236, 0.098, -0.292, -0.125, 0.062, -0.043, 0.063, -0.102, 0.064, -0.129, 0.044, 0.078, 0.089, 0.108, 0.082, -0.005

***

Entry 4:
C5H10O | ωB97M-V/def2-TZVPD

Summary:
ΔE to the lowest compared entry with this formula, charge and spin   25.33 kcal/mol
Charge   0
SMILES   COC=C(C)C
E   -271.7122 Eh

Cartesian coordinates (Å):
C: 1.52043 0.19733 2.08270
C: -0.15313 1.18372 -1.27532
H: 0.72605 1.66042 -0.83711
H: -1.70826 -1.88845 -0.61974
O: 1.54592 -0.03677 0.69107
H: -0.01134 1.12433 -2.36176
H: 1.45265 -0.74728 2.64156
H: 0.21655 -1.63713 0.74928
H: -2.51041 -0.33474 -0.92359
C: -1.60751 -0.92414 -1.12844
C: 0.41298 -0.67748 0.26257
H: -1.02602 1.82525 -1.10039
H: -1.58387 -1.10931 -2.20980
H: 2.45108 0.70548 2.34309
C: -0.38994 -0.17170 -0.67167
H: 0.66483 0.83047 2.35755

For reference, the Löwdin charges in units of e are: -0.100, -0.051, 0.074, 0.075, -0.158, 0.083, 0.087, 0.127, 0.080, -0.073, -0.162, 0.082, 0.080, 0.089, -0.327, 0.094

***

Entry 5:
C26H25BN7O3S2Ti | ωB97M-V/def2-TZVPD

Summary:
ΔE to the lowest compared entry with this formula, charge and spin   24.37 kcal/mol
Charge   -1
Spin multiplicity   3
E   -3285.7049 Eh

Cartesian coordinates (Å):
H: -2.85936 0.37857 -0.11138
O: -3.02466 2.97927 5.45422
H: -3.83586 1.39737 -1.20648
H: 4.62624 -3.15933 -0.92898
H: 2.14724 0.16197 3.22812
N: 0.28444 -1.19423 1.77232
H: 1.48564 -0.49313 -4.08158
C: 3.67224 -3.47573 -0.49828
H: -4.05606 -0.37253 -1.18618
H: 1.05564 3.45437 -3.48958
C: -0.73016 2.64657 -0.22098
C: -1.02046 0.53907 2.68242
H: 0.62054 -4.07513 -3.88638
H: 3.74144 -4.52123 -0.19988
H: -2.21046 4.06567 1.77702
C: 2.09234 -4.28453 -2.27278
H: -2.93746 1.79987 -3.54038
C: -2.11896 2.58737 3.29552
Ti: 0.45644 0.12007 0.30642
H: 2.37914 -5.31373 -2.18938
C: -1.17446 2.28057 1.10032
C: -3.32756 0.44007 -1.10058
C: 1.90424 1.16387 1.31942
C: 0.69494 2.03807 -1.94708
H: -0.47296 -3.63333 4.68592
O: 2.07094 2.33617 1.03472
C: -0.26876 -2.94383 3.88102
C: 1.22284 -3.66313 -3.10378
H: 1.33984 -2.74323 0.90912
B: 0.62164 -1.26873 -3.80708
S: -1.09646 -1.70563 -0.86218
H: 3.31234 -0.32283 1.98532
C: -1.00196 3.86727 -0.84928
N: 2.61324 -3.31513 -1.45308
C: 0.75754 -2.44843 1.77872
C: -0.79066 -1.66963 3.88422
C: 0.51344 -3.34843 2.78542
H: 3.47574 -2.84823 0.37432
H: 1.38344 1.30407 -2.35688
N: -2.32496 0.31637 -2.12088
C: -2.24136 1.02507 -3.29208
H: 3.48044 1.26167 2.79772
H: -1.66996 4.56587 -0.36718
N: -0.58546 -0.45083 -3.23348
C: 0.50414 3.23817 -2.58778
C: 2.04754 -2.12463 -1.80108
S: 2.47224 -0.68363 -1.02378
C: -2.88196 3.48897 4.33952
C: -0.50996 -0.80203 2.82572
H: -0.76856 0.84277 -4.91308
H: -1.83066 0.96587 4.65062
H: -1.43496 -1.33493 4.68322
H: 0.91314 -4.35033 2.73352
C: -1.16826 0.54827 -3.96488
H: 0.21834 -1.87223 -4.75708
C: -1.28806 -0.57253 -2.09778
C: 2.77154 0.52717 2.40912
N: 1.20734 -2.32583 -2.82948
N: -0.77596 1.02867 1.43982
N: 0.07304 1.70017 -0.81078
O: -3.23906 4.58467 3.89752
C: -0.39586 4.16947 -2.04698
C: -1.67106 1.31507 3.64052
H: -0.57226 5.11097 -2.54708
C: -1.87466 3.06757 2.01392

For reference, the Löwdin charges in units of e are: 0.068, -0.045, 0.097, 0.098, 0.062, -0.077, 0.074, -0.052, 0.094, 0.102, -0.197, -0.188, 0.115, 0.093, 0.114, -0.050, 0.118, -0.082, 0.578, 0.112, -0.200, -0.039, -0.514, -0.150, 0.099, -0.022, -0.070, -0.072, 0.081, -0.444, 0.730, 0.049, -0.003, -0.131, -0.156, -0.002, -0.063, 0.059, 0.063, -0.121, -0.052, 0.067, 0.112, 0.002, -0.062, -0.711, 0.763, -0.714, -0.191, 0.122, 0.115, 0.115, 0.097, -0.085, 0.073, -0.728, -0.083, -0.022, -0.026, -0.036, -0.045, -0.070, 0.067, 0.098, 0.071

***

Entry 6:
C5H12N2O2 | ωB97M-V/def2-TZVPD

Summary:
ΔE to the lowest compared entry with this formula, charge and spin   0.00 kcal/mol
Charge   0
SMILES   CCC(N)=O.CC(N)=O
E   -457.7489 Eh

Cartesian coordinates (Å):
H: -3.79360 -0.46115 -1.40183
H: 1.22026 1.92787 2.20519
H: 0.93426 -0.58321 -0.73092
H: 3.25720 -0.53518 0.18219
H: -2.87578 -0.83317 0.01684
N: -1.09581 1.25149 -1.29658
C: 1.11321 -0.82264 0.31883
H: 2.81477 -1.56568 1.51478
C: 2.54955 -1.31234 0.47712
H: -1.45260 1.99501 -0.71637
H: 2.44466 1.22812 1.24000
H: 2.67501 -2.19259 -0.15033
H: -0.23844 1.51094 -1.74586
C: -1.75753 0.08310 -1.48804
O: -1.30803 -0.79665 -2.18526
H: -3.39819 0.92114 -0.33144
C: 0.60328 0.27750 1.21176
H: 0.40960 -1.65342 0.47317
N: 1.46719 1.32088 1.44187
O: -0.51637 0.27554 1.68121
C: -3.05264 -0.03556 -0.71633

For reference, the Löwdin charges in units of e are: 0.085, 0.104, 0.100, 0.063, 0.092, 0.154, -0.182, 0.082, -0.100, 0.101, 0.081, 0.075, 0.105, -0.621, 0.032, 0.074, -0.565, 0.125, 0.160, 0.038, -0.005

***

Entry 7:
C4H9P | ωB97M-V/def2-TZVPD

Summary:
ΔE to the lowest compared entry with this formula, charge and spin   141.31 kcal/mol
Charge   0
E   -498.8784 Eh

Cartesian coordinates (Å):
H: -4.01204 0.97585 -0.94257
C: -0.35551 -1.61964 -0.04545
C: 1.93535 0.72228 0.24313
P: -3.64078 0.20582 0.12979
H: 0.61392 -2.02699 0.06718
H: -1.01060 -2.20695 -0.53963
H: 1.97711 -0.01174 0.93047
H: 2.50490 1.55003 0.58458
H: 0.28012 1.46327 -0.96742
H: 2.40238 0.47325 -0.59103
C: -0.49750 -0.17624 -0.34991
C: 0.45828 0.89320 -0.12082
H: -0.66614 -1.68586 0.98376
H: 0.01050 1.44373 0.61793

For reference, the Löwdin charges in units of e are: -0.391, -0.132, -0.057, 0.404, 0.062, 0.023, 0.037, 0.074, 0.088, 0.027, -0.040, -0.280, 0.097, 0.089